Entry 1:
{
  "formula": "C27H24ClN4O4S2Sc",
  "method": "ωB97M-V/def2-TZVPD",
  "elements": ["Sc", "C", "N", "C", "C", "N", "C", "C", "C", "C", "C", "C", "C", "S", "C", "C", "C", "C", "C", "C", "S", "H", "H", "H", "H", "H", "H", "H", "H", "H", "H", "H", "H", "H", "H", "H", "H", "H", "H", "O", "C", "O", "C", "C", "Cl", "N", "N", "C", "C", "O", "O", "C", "C", "C", "C", "C", "C", "H", "H", "H", "H", "H", "H"],
  "xyz": [[0.43383, -0.30876, 0.19622], [1.96635, -2.85391, -1.13569], [1.40903, -1.55011, -1.56032], [2.49842, -0.72379, -2.10573], [2.00467, 0.65389, -2.48641], [1.35587, 1.32112, -1.33888], [2.38205, 2.01548, -0.51199], [0.38375, 2.32352, -1.76561], [0.58395, 3.06162, -2.92601], [-0.32030, 4.04078, -3.30400], [-1.42554, 4.29219, -2.50298], [-1.61703, 3.56893, -1.33927], [-0.72009, 2.57271, -0.94830], [-0.99898, 1.69165, 0.54988], [0.28226, -1.76247, -2.45720], [0.42321, -1.75181, -3.84184], [-0.67003, -1.96172, -4.66292], [-1.91669, -2.19539, -4.09596], [-2.05712, -2.23045, -2.72207], [-0.96335, -2.02766, -1.87475], [-1.17621, -2.15557, -0.12442], [2.40995, -3.36491, -1.99588], [1.17043, -3.46453, -0.71738], [2.72769, -2.68216, -0.37710], [2.97196, -1.20097, -2.97126], [3.25589, -0.66245, -1.32351], [1.27007, 0.58210, -3.28551], [2.84797, 1.24490, -2.85928], [3.13579, 1.30812, -0.17499], [1.89545, 2.46005, 0.35560], [2.85096, 2.80725, -1.10308], [1.45220, 2.87816, -3.54538], [-0.15924, 4.60259, -4.21411], [-2.14102, 5.05358, -2.78514], [-2.47746, 3.76129, -0.71189], [1.39344, -1.57586, -4.28758], [-0.54905, -1.94146, -5.73763], [-2.78100, -2.35223, -4.72798], [-3.02407, -2.41835, -2.27463], [3.58554, -0.53115, 5.28738], [2.31052, -0.42142, 5.62361], [1.95479, -0.30128, 6.76638], [1.30691, -0.45939, 4.51570], [-0.06824, -0.38940, 4.69037], [-1.00603, -0.29419, 6.09285], [-0.65554, -0.43805, 3.47829], [0.26911, -0.55071, 2.51028], [1.44798, -0.56341, 3.12132], [2.64437, -0.64933, 2.21897], [3.77761, -0.71235, 2.67137], [2.33215, -0.63965, 0.97211], [-2.06153, -0.42108, 3.18373], [-2.76307, 0.76417, 3.31748], [-4.11902, 0.76744, 3.03590], [-4.74732, -0.40030, 2.62381], [-4.02643, -1.57814, 2.49546], [-2.67095, -1.59557, 2.78365], [3.72306, -0.61684, 4.30615], [-2.25124, 1.66820, 3.61786], [-4.68163, 1.68653, 3.12703], [-5.80540, -0.38922, 2.39772], [-4.51310, -2.48594, 2.16627], [-2.09055, -2.50430, 2.69129]],
  "atomic_forces_ev_per_a": [[0.041, -0.105, -0.099], [0.007, -0.002, 0.015], [-0.034, 0.004, -0.036], [-0.002, 0.000, -0.002], [0.015, -0.017, -0.014], [-0.006, 0.056, 0.095], [-0.019, 0.017, -0.043], [-0.039, -0.013, 0.025], [0.001, 0.003, -0.004], [-0.013, -0.003, 0.019], [0.017, -0.016, 0.003], [-0.011, 0.017, -0.025], [0.018, 0.005, -0.011], [0.091, 0.011, 0.021], [0.015, -0.032, -0.045], [0.028, 0.006, 0.049], [-0.023, -0.008, -0.009], [0.015, 0.004, -0.016], [0.011, 0.001, 0.012], [-0.044, -0.024, -0.023], [0.014, 0.033, -0.002], [-0.006, 0.000, -0.001], [0.002, -0.002, -0.001], [-0.003, -0.005, 0.001], [-0.002, 0.001, 0.004], [-0.010, 0.002, 0.007], [-0.002, -0.013, 0.007], [-0.008, 0.002, 0.000], [0.002, -0.008, -0.002], [-0.001, -0.009, 0.005], [0.004, 0.001, 0.008], [-0.001, 0.005, -0.005], [0.003, 0.000, -0.001], [-0.001, 0.001, -0.002], [0.000, -0.007, 0.006], [-0.001, 0.002, -0.012], [-0.001, 0.002, -0.001], [0.000, -0.001, -0.002], [0.002, -0.002, 0.007], [0.000, 0.013, 0.004], [-0.010, -0.053, -0.018], [0.008, 0.015, 0.011], [0.011, -0.017, 0.027], [-0.012, 0.019, -0.027], [0.013, 0.009, 0.001], [-0.028, -0.019, -0.049], [0.022, 0.052, 0.073], [0.029, 0.005, 0.017], [-0.123, 0.040, -0.035], [0.023, -0.010, 0.020], [-0.011, 0.058, 0.022], [0.057, -0.010, 0.046], [-0.040, 0.002, -0.022], [0.011, 0.002, 0.004], [0.005, 0.009, 0.001], [0.008, -0.012, -0.004], [-0.020, -0.010, 0.003], [-0.009, -0.002, 0.001], [0.020, -0.004, 0.005], [-0.004, -0.002, -0.002], [-0.001, -0.005, -0.001], [-0.009, 0.003, -0.001], [0.001, 0.011, 0.000]],
  "max_force_ev_per_a": 0.15,
  "orbital_gap_ev": 7.9,
  "energy_ev": -97438.6486,
  "homo_ev": -7.838,
  "multiplicity": 1,
  "de_lowest_kcal_mol": 0.0
}



Entry 2:
{
  "formula": "C2H4N4O",
  "method": "ωB97M-V/def2-TZVPD",
  "elements": ["N", "N", "O", "C", "N", "C", "N", "H", "H", "H", "H"],
  "xyz": [[-5.08055, 0.00034, -1.20505], [-4.52659, 0.50189, -0.39362], [-3.91181, 0.92910, 0.44875], [0.46699, 0.09726, 0.13953], [-0.58209, -0.88086, -0.20759], [-1.64258, -1.07797, 0.45299], [-2.46621, -1.35530, 1.20176], [0.51518, 0.90518, -0.55780], [0.33918, 0.44972, 1.10539], [1.45446, -0.40542, 0.26098], [-0.38522, -1.30509, -1.07944]],
  "atomic_forces_ev_per_a": [[-1.353, -0.760, -1.791], [-1.290, -1.640, -2.010], [2.521, 2.643, 3.784], [0.795, -1.748, -0.338], [3.960, 1.821, -1.879], [-1.419, -1.041, 1.757], [-1.310, -0.138, 0.522], [0.058, 0.465, -0.459], [-0.877, 0.943, 1.777], [-0.595, 0.132, -0.725], [-0.491, -0.678, -0.639]],
  "max_force_ev_per_a": 5.26,
  "orbital_gap_ev": 10.2,
  "smiles": "N#[N+][O-].CNC#N",
  "energy_ev": -10143.5470,
  "homo_ev": -9.532,
  "multiplicity": 1,
  "de_lowest_kcal_mol": 82.7
}



Entry 3:
{
  "formula": "C2H7N3O2",
  "method": "ωB97M-V/def2-TZVPD",
  "elements": ["C", "C", "N", "N", "N", "O", "O", "H", "H", "H", "H", "H", "H", "H"],
  "xyz": [[2.08095, -0.15332, 1.73053], [0.12793, 0.55907, -0.89752], [-1.23843, 0.23323, -1.48196], [-0.09010, 0.59555, 0.44754], [-0.75123, -0.72506, 0.72632], [1.93744, -1.15756, 1.20138], [2.23526, 0.85782, 2.26228], [0.70112, 1.43303, -1.31187], [0.82222, -0.18437, -1.28424], [-1.86155, 0.92380, -1.21650], [-1.39219, -0.04616, -2.46118], [-1.36030, -0.27420, 1.43237], [-1.20951, -0.76301, -0.14570], [-0.00160, -1.29884, 0.99854]],
  "atomic_forces_ev_per_a": [[0.667, 2.090, 1.213], [0.577, 1.630, -4.144], [1.421, -1.184, -1.289], [3.958, 5.882, 0.538], [-4.335, -3.283, 3.463], [-0.165, -2.229, -1.064], [0.115, 0.218, 0.190], [-1.401, -0.040, 0.370], [0.123, -1.217, 0.590], [-1.509, 1.734, 0.256], [0.751, 0.432, 0.808], [0.220, -1.173, 0.383], [-1.074, -1.596, -1.718], [0.651, -1.263, 0.405]],
  "max_force_ev_per_a": 7.11,
  "orbital_gap_ev": [3.2, 9.3],
  "energy_ev": -10745.2989,
  "homo_ev": [-2.496, -10.234],
  "multiplicity": 3,
  "de_lowest_kcal_mol": 74.9,
  "s_squared": 2.01
}



Entry 4:
{
  "formula": "C22H19F10N4O6ReS",
  "method": "ωB97M-V/def2-TZVPD",
  "elements": ["Re", "C", "C", "N", "C", "C", "C", "S", "N", "C", "O", "C", "C", "C", "C", "C", "C", "H", "H", "H", "H", "H", "H", "H", "H", "H", "H", "H", "H", "H", "H", "H", "F", "C", "C", "N", "C", "C", "O", "O", "C", "O", "N", "C", "O", "H", "H", "H", "H", "F", "C", "F", "F", "C", "O", "C", "F", "F", "F", "C", "F", "F", "F"],
  "xyz": [[-0.83552, -0.93795, -0.49061], [4.63339, 0.81744, 0.69415], [3.74395, 1.18285, 1.87228], [2.59349, 0.26804, 2.03654], [2.69078, -0.74780, 3.09861], [3.35150, -2.03278, 2.62359], [1.56457, 0.35732, 1.21387], [0.25513, -0.79562, 1.51177], [1.60776, 1.34233, 0.31399], [0.76957, 1.59442, -0.65497], [-0.20923, 0.82744, -1.03762], [0.94960, 2.82512, -1.43572], [0.03870, 3.15504, -2.44044], [0.21278, 4.31406, -3.17496], [1.29669, 5.14308, -2.91624], [2.20833, 4.81632, -1.92012], [2.03695, 3.66187, -1.17946], [5.47458, 1.50924, 0.65227], [4.08599, 0.88732, -0.24440], [5.03319, -0.19090, 0.79231], [3.35283, 2.19203, 1.76309], [4.30234, 1.13514, 2.80482], [1.69678, -0.94080, 3.49675], [3.26320, -0.29315, 3.90499], [2.80635, -2.46689, 1.78546], [3.36063, -2.75772, 3.43670], [4.38196, -1.85833, 2.31709], [-0.80424, 2.50785, -2.63758], [-0.49539, 4.57326, -3.94987], [1.43189, 6.04783, -3.49390], [3.05182, 5.46379, -1.72338], [2.73939, 3.39555, -0.40287], [-7.56914, 0.90007, 2.40856], [-6.37727, 0.36085, 2.63433], [-5.91736, -0.64044, 1.88746], [-4.68560, -1.22218, 2.14875], [-4.12122, -2.24629, 1.30697], [-2.91526, -1.73988, 0.56872], [-2.02343, -2.54169, 0.13168], [-2.71568, -0.50193, 0.34871], [-3.84066, -0.74299, 3.13212], [-2.71799, -1.19033, 3.26998], [-4.36612, 0.26074, 3.90215], [-5.60059, 0.90891, 3.75062], [-5.93778, 1.80668, 4.47231], [-6.49493, -1.05605, 1.07432], [-4.86110, -2.59852, 0.58784], [-3.79192, -3.09993, 1.89952], [-3.77057, 0.60784, 4.64185], [1.77588, -1.97747, -4.83414], [1.91099, -1.89251, -3.50811], [2.33049, -0.66499, -3.20112], [2.83129, -2.76216, -3.11173], [0.55176, -2.17926, -2.80047], [0.64049, -1.75190, -1.49810], [-0.56627, -1.41197, -3.55486], [-0.21399, -0.19950, -3.91729], [-1.62096, -1.21326, -2.61313], [-1.11026, -2.04341, -4.56082], [0.23250, -3.70416, -2.80624], [-1.05120, -3.87859, -2.44976], [0.98887, -4.33626, -1.92113], [0.41728, -4.24480, -4.00511]],
  "atomic_forces_ev_per_a": [[-0.018, -0.113, -0.121], [-0.001, 0.004, -0.003], [0.018, -0.003, -0.001], [-0.032, -0.034, -0.027], [0.004, -0.016, 0.012], [0.000, 0.009, -0.003], [0.170, 0.027, -0.051], [-0.101, 0.037, 0.136], [-0.096, 0.010, 0.045], [0.116, -0.148, -0.101], [0.000, 0.139, 0.015], [-0.039, 0.040, -0.002], [-0.007, 0.006, 0.004], [0.004, -0.001, -0.004], [-0.002, -0.009, 0.003], [0.002, 0.007, -0.010], [-0.008, 0.001, 0.014], [-0.001, 0.001, 0.000], [0.001, -0.002, -0.002], [-0.002, -0.001, 0.002], [-0.006, 0.003, -0.002], [-0.004, 0.000, -0.003], [0.005, -0.004, 0.004], [-0.004, 0.004, -0.001], [-0.004, 0.003, -0.005], [0.001, 0.002, 0.002], [0.000, 0.000, -0.002], [0.007, 0.001, 0.003], [-0.001, -0.001, -0.002], [-0.001, 0.001, 0.001], [0.000, -0.002, -0.001], [-0.001, 0.001, -0.001], [0.017, 0.023, -0.008], [-0.018, -0.008, 0.013], [-0.043, -0.075, 0.039], [0.022, 0.038, -0.074], [0.038, -0.038, 0.050], [-0.051, -0.042, 0.035], [0.000, 0.027, 0.022], [0.062, -0.034, -0.027], [-0.014, 0.040, -0.018], [0.010, -0.030, 0.006], [0.020, -0.007, -0.005], [-0.006, 0.002, 0.016], [0.008, -0.002, 0.000], [0.001, 0.014, -0.008], [-0.008, 0.050, -0.017], [-0.009, -0.018, -0.030], [-0.003, 0.007, -0.001], [0.006, 0.010, 0.037], [-0.024, -0.002, 0.019], [-0.002, -0.035, -0.007], [0.040, 0.000, 0.004], [0.083, -0.020, -0.003], [0.037, 0.091, 0.109], [-0.177, 0.023, 0.026], [0.048, 0.065, -0.021], [-0.066, 0.024, 0.001], [0.026, -0.024, -0.016], [0.021, -0.039, 0.009], [-0.008, 0.006, 0.004], [-0.008, 0.024, -0.028], [-0.003, -0.031, -0.023]],
  "max_force_ev_per_a": 0.21,
  "orbital_gap_ev": [8.2, 7.0],
  "energy_ev": -81505.2721,
  "total_charge": 1,
  "homo_ev": [-11.818, -11.819],
  "multiplicity": 4,
  "de_lowest_kcal_mol": 0.0,
  "s_squared": 3.77
}